Entry 1:
Molecular formula: C4H8N2O
Method: DFT, wB97M-V/def2-TZVPD

Last column: natural (NBO) charge in e.
Geometry (Å):
O  -1.499  -0.882  -0.648  -0.75
C  -1.573  0.376  -0.043  -0.06
C  -0.182  0.791  0.575  -0.11
C  0.331  -0.483  1.201  -0.49
C  1.157  -0.916  0.042  0.02
N  1.446  -0.069  -0.860  -0.22
N  0.867  1.173  -0.317  -0.47
H  -0.685  -1.114  -1.116  0.49
H  -1.762  1.173  -0.700  0.16
H  -2.375  0.541  0.833  0.18
H  -0.539  1.540  1.250  0.21
H  -0.552  -1.076  1.345  0.25
H  1.047  -0.308  2.113  0.23
H  1.718  -1.791  0.096  0.20
H  0.547  1.758  -1.045  0.36

The calculation puts the lowest unoccupied orbital energy at 0.95 eV. The total energy is -9302.80729 eV. The value obtained for the orbital gap is 9.7506 eV. Its SMILES is OC[C@H]1CC=NN1. The calculation puts the relative energy (zero: lowest compared OMol25 entry of this formula, charge and spin) at 82.7 kcal per mole.



Entry 2:
Molecular formula: C3H6N2OS2
Method: DFT, wB97M-V/def2-TZVPD

Last column: natural (NBO) charge in e.
Geometry (Å):
C  -1.267  -2.890  1.426  -0.77
S  -1.767  -1.790  0.097  0.53
N  -0.562  -0.766  0.083  -0.55
C  -0.320  0.281  -0.623  -0.05
C  1.008  0.973  -0.279  0.62
O  1.659  0.582  0.683  -0.58
N  1.473  2.115  -0.931  -0.80
S  1.085  3.341  -2.142  0.19
H  -0.269  -2.658  1.736  0.26
H  -1.397  -3.951  1.089  0.23
H  -1.874  -2.589  2.263  0.22
H  -0.793  0.622  -1.500  0.17
H  2.425  2.333  -0.420  0.42
H  0.599  4.396  -1.483  0.10

The calculation puts the lowest unoccupied orbital energy at 0.16 eV. The total energy is -29904.31604 eV. The value obtained for the orbital gap is 8.9200 eV. Its SMILES is CS/N=C/C(=O)NS. The calculation puts the relative energy (zero: lowest compared OMol25 entry of this formula, charge and spin) at 69.4 kcal per mole.



Entry 3:
Molecular formula: C23H29Br4O2Ta
Method: DFT, wB97M-V/def2-TZVPD

Last column: natural (NBO) charge in e.
Geometry (Å):
Ta  0.259  -0.228  0.538  2.47
C  0.059  -2.060  2.088  -0.39
C  1.269  -1.277  2.346  -0.08
C  0.841  -0.034  2.910  -0.04
C  -0.588  -0.023  2.741  -0.31
C  -1.073  -1.297  2.361  0.11
C  -2.527  -1.732  2.326  -0.13
C  -2.805  -2.220  3.766  -0.59
C  -3.478  -0.572  2.032  -0.61
C  -2.727  -2.889  1.354  -0.61
C  1.562  1.157  3.577  -0.08
C  2.477  0.598  4.677  -0.60
C  0.510  2.043  4.265  -0.61
C  2.337  2.092  2.633  -0.62
C  2.618  -1.842  1.888  -0.11
C  3.289  -2.676  2.987  -0.61
C  3.557  -0.758  1.366  -0.59
C  2.312  -2.725  0.667  -0.53
H  0.032  -3.067  1.703  0.28
H  -1.222  0.800  3.030  0.28
H  -2.707  -1.407  4.486  0.22
H  -2.132  -3.030  4.052  0.22
H  -3.827  -2.596  3.819  0.25
H  -3.411  0.207  2.792  0.21
H  -4.501  -0.947  2.049  0.25
H  -3.309  -0.127  1.054  0.22
H  -2.164  -3.776  1.650  0.22
H  -2.449  -2.618  0.330  0.21
H  -3.780  -3.168  1.337  0.25
H  1.934  -0.086  5.331  0.22
H  2.833  1.427  5.288  0.25
H  3.353  0.082  4.288  0.21
H  -0.083  1.487  4.992  0.22
H  -0.159  2.523  3.548  0.21
H  1.025  2.837  4.802  0.25
H  3.129  1.616  2.068  0.21
H  2.806  2.869  3.238  0.25
H  1.662  2.600  1.945  0.22
H  3.459  -2.087  3.885  0.24
H  4.253  -3.047  2.635  0.24
H  2.670  -3.534  3.251  0.23
H  3.898  -0.076  2.135  0.24
H  3.097  -0.153  0.555  0.18
H  4.436  -1.224  0.922  0.26
H  1.722  -3.608  0.888  0.24
H  3.233  -3.050  0.184  0.27
H  1.757  -2.144  -0.132  0.13
Br  -4.105  3.314  -3.403  0.22
C  -2.663  2.838  -2.319  -0.14
C  -1.582  3.711  -2.148  -0.13
Br  -1.565  5.379  -2.988  0.21
C  -0.482  3.351  -1.345  -0.14
Br  1.013  4.432  -1.072  0.20
C  -0.533  2.125  -0.733  0.16
O  0.478  1.549  0.031  -0.71
C  -1.609  1.255  -0.899  0.23
O  -1.427  0.048  -0.225  -0.71
C  -2.684  1.575  -1.689  -0.15
Br  -4.058  0.333  -1.904  0.20

The calculation puts the lowest unoccupied orbital energy at -8.97 eV. The total energy is -310121.70194 eV. The value obtained for the orbital gap is 5.4294 eV. As for the net charge: +2. The calculation puts the relative energy (zero: lowest compared OMol25 entry of this formula, charge and spin) at 0.0 kcal per mole.



Entry 4:
Molecular formula: C29H27AsBF6N6S2W
Method: DFT, wB97M-V/def2-TZVPD

Last column: Mulliken spin population.
Geometry (Å):
W  -0.201  -0.250  0.526  0.90
C  2.565  2.804  2.438  -0.01
C  3.812  2.505  1.912  0.01
C  3.923  1.443  1.043  0.00
C  2.796  0.703  0.694  -0.01
N  1.573  1.033  1.164  0.02
C  1.486  2.049  2.044  0.03
C  2.836  -0.485  -0.152  0.00
C  4.026  -0.963  -0.700  -0.01
C  4.018  -2.108  -1.471  0.02
C  2.818  -2.776  -1.672  -0.01
C  1.641  -2.296  -1.118  0.06
C  1.611  -1.128  -0.358  -0.01
H  2.417  3.605  3.147  0.00
H  4.686  3.077  2.193  0.00
H  4.885  1.163  0.645  0.00
H  0.510  2.251  2.450  0.01
H  4.964  -0.454  -0.524  0.00
H  4.938  -2.484  -1.900  0.00
H  2.791  -3.683  -2.263  0.00
H  0.742  -2.859  -1.289  0.01
S  -2.546  -0.846  1.100  -0.01
C  -3.553  0.535  0.716  0.02
C  -4.928  0.386  0.533  0.00
C  -5.716  1.493  0.272  0.00
C  -5.142  2.758  0.184  0.00
C  -3.777  2.912  0.356  0.00
C  -2.984  1.799  0.627  0.01
S  -1.254  1.976  0.867  -0.01
H  -5.365  -0.603  0.587  0.00
H  -6.781  1.369  0.124  0.00
H  -5.759  3.622  -0.029  0.00
H  -3.316  3.889  0.279  0.00
B  1.750  -1.896  2.875  0.00
N  0.816  -2.814  2.033  0.00
C  0.705  -4.140  2.105  0.00
C  -0.339  -4.554  1.295  0.00
C  -0.847  -3.383  0.756  -0.01
N  -0.140  -2.336  1.203  -0.01
N  0.788  -0.840  3.491  -0.03
C  0.584  -0.596  4.785  0.00
C  -0.512  0.242  4.919  0.00
C  -0.946  0.451  3.620  0.00
N  -0.145  -0.191  2.759  0.04
H  2.208  -2.551  3.774  0.00
H  2.595  -1.377  2.207  0.00
H  1.368  -4.696  2.746  0.00
H  -0.693  -5.556  1.129  0.00
H  -1.671  -3.246  0.079  0.00
H  1.219  -1.058  5.521  0.00
H  -0.949  0.622  5.825  0.00
H  -1.784  1.021  3.262  0.00
C  0.039  3.216  -5.141  0.00
C  0.053  2.442  -3.858  0.00
C  1.246  2.053  -3.260  0.00
C  1.230  1.326  -2.089  0.01
N  0.103  0.982  -1.457  0.00
C  -1.048  1.362  -2.028  -0.01
C  -1.113  2.067  -3.211  0.00
H  0.567  2.667  -5.923  0.00
H  0.544  4.175  -5.015  0.00
H  -0.978  3.403  -5.480  0.00
H  2.200  2.297  -3.709  0.00
H  2.159  0.995  -1.662  0.00
H  -1.960  1.077  -1.531  -0.01
H  -2.086  2.306  -3.619  0.00
F  -0.998  -1.332  -1.167  0.00
As  -1.855  -2.020  -2.772  0.00
F  -2.902  -0.659  -2.698  0.00
F  -2.905  -2.858  -1.705  0.00
F  -2.585  -2.609  -4.193  0.00
F  -0.759  -3.342  -2.682  0.00
F  -0.675  -1.090  -3.605  0.00

The calculation puts the lowest unoccupied orbital energy (alpha / beta) at -0.63 / -1.41 eV. The total energy is -140774.42368 eV. The value obtained for the orbital gap (alpha / beta) is 6.8147 / 6.2058 eV. As for the spin multiplicity: 2. The calculation puts the relative energy (zero: lowest compared OMol25 entry of this formula, charge and spin) at 1.1 kcal per mole.



Entry 5:
Molecular formula: C56H127N7O24
Method: DFT, wB97M-V/def2-TZVPD

Last column: Löwdin charge in e.
Geometry (Å):
C  6.887  5.260  0.862  -0.12
O  5.517  5.169  0.605  -0.17
C  4.954  4.004  1.163  -0.20
C  3.687  3.667  0.337  -0.11
N  2.706  4.761  0.327  0.05
H  3.128  5.644  0.053  0.17
H  2.130  4.669  -0.539  0.13
C  1.976  4.916  1.578  -0.14
C  0.889  5.866  1.452  -0.22
O  1.413  7.111  1.001  -0.20
C  0.451  7.966  0.386  -0.08
H  7.208  5.090  1.915  0.10
H  7.177  6.286  0.646  0.09
H  7.485  4.527  0.320  0.09
H  4.727  4.191  2.201  0.11
H  5.603  3.117  1.023  0.12
H  3.165  2.858  0.863  0.13
H  4.009  3.254  -0.645  0.11
H  2.730  5.202  2.295  0.14
H  1.632  3.954  1.922  0.13
H  0.391  6.088  2.432  0.15
H  0.100  5.471  0.803  0.11
H  -0.448  8.075  0.999  0.09
H  0.204  7.448  -0.562  0.09
H  0.924  8.937  0.153  0.10
C  -0.169  -5.168  1.248  -0.06
O  -0.033  -3.826  0.693  -0.19
C  -0.779  -2.880  1.403  -0.24
C  -0.596  -1.547  0.755  -0.13
N  0.831  -1.377  0.470  0.07
H  1.477  -1.280  1.337  0.15
H  1.203  -2.207  -0.017  0.16
C  1.082  -0.187  -0.510  -0.03
C  2.542  -0.193  -1.030  -0.19
O  2.595  -1.426  -1.656  -0.19
C  3.768  -1.813  -2.369  -0.05
H  -1.265  -5.380  1.459  0.10
H  0.389  -5.186  2.202  0.09
H  0.180  -5.926  0.577  0.07
H  -0.257  -2.785  2.391  0.13
H  -1.864  -3.055  1.539  0.11
H  -0.931  -0.762  1.432  0.10
H  -1.203  -1.393  -0.182  0.14
H  0.786  0.670  0.058  0.11
H  0.390  -0.337  -1.349  0.12
H  3.278  -0.075  -0.236  0.12
H  2.610  0.681  -1.645  0.12
H  3.630  -1.599  -3.421  0.05
H  3.890  -2.904  -2.173  0.10
H  4.688  -1.354  -2.011  0.08
C  -6.655  3.167  -2.997  -0.12
O  -5.397  2.534  -3.135  -0.19
C  -4.427  3.290  -2.372  -0.18
C  -3.047  3.065  -2.988  -0.08
N  -2.314  1.901  -2.359  0.00
H  -1.301  2.085  -2.777  0.09
H  -2.312  2.056  -1.312  0.13
C  -2.734  0.556  -2.673  -0.12
C  -2.164  -0.027  -3.937  -0.22
O  -0.975  -0.737  -3.732  -0.20
C  -0.379  -1.179  -4.925  -0.10
H  -6.691  4.100  -3.590  0.10
H  -6.959  3.371  -1.976  0.09
H  -7.405  2.543  -3.402  0.07
H  -4.515  2.924  -1.308  0.15
H  -4.545  4.383  -2.331  0.13
H  -2.383  3.871  -2.918  0.10
H  -3.207  2.893  -4.086  0.16
H  -3.830  0.588  -2.626  0.13
H  -2.341  -0.008  -1.822  0.12
H  -1.890  0.793  -4.626  0.13
H  -2.905  -0.702  -4.432  0.14
H  -1.024  -1.104  -5.832  0.10
H  -0.068  -2.221  -4.833  0.09
H  0.531  -0.547  -5.083  0.08
C  6.863  -1.862  0.267  -0.10
O  6.941  -2.651  1.397  -0.22
C  6.642  -2.229  2.748  -0.13
C  6.623  -3.596  3.504  -0.11
N  5.334  -4.282  3.305  0.01
H  4.389  -3.761  3.595  0.09
H  5.220  -4.321  2.285  0.16
C  5.528  -5.682  3.813  -0.05
C  4.541  -6.688  2.976  -0.17
O  4.846  -6.540  1.631  -0.19
C  3.778  -6.763  0.791  -0.12
H  6.304  -2.526  -0.398  0.08
H  7.826  -1.638  -0.154  0.09
H  6.268  -0.931  0.360  0.09
H  5.691  -1.720  2.739  0.09
H  7.466  -1.621  3.128  0.13
H  6.911  -3.528  4.564  0.15
H  7.334  -4.181  2.902  0.13
H  5.371  -5.718  4.888  0.13
H  6.502  -5.935  3.421  0.11
H  3.525  -6.450  3.222  0.11
H  4.809  -7.709  3.260  0.13
H  4.174  -6.501  -0.218  0.11
H  2.872  -6.230  1.004  0.06
H  3.532  -7.875  0.760  0.12
C  -3.108  -5.074  -1.868  -0.08
C  -3.678  -3.670  -1.702  -0.26
C  -4.447  -3.442  -0.416  -0.18
C  -5.610  -4.459  -0.292  -0.09
N  -6.662  -4.115  0.744  -0.28
C  -6.175  -4.122  2.144  -0.12
C  -7.377  -4.500  2.992  -0.15
C  -8.474  -4.924  2.071  -0.14
C  -7.706  -5.163  0.752  -0.10
C  -7.307  -2.801  0.486  0.04
H  -2.305  -5.168  -2.595  0.08
H  -3.957  -5.667  -2.215  0.07
H  -2.858  -5.485  -0.845  0.09
H  -4.385  -3.410  -2.513  0.12
H  -2.957  -2.829  -1.679  0.11
H  -4.843  -2.445  -0.378  0.09
H  -3.829  -3.528  0.514  0.12
H  -5.269  -5.422  0.073  0.13
H  -6.093  -4.569  -1.267  0.14
H  -5.699  -3.160  2.390  0.10
H  -5.399  -4.875  2.297  0.14
H  -7.650  -3.578  3.565  0.14
H  -7.102  -5.309  3.665  0.12
H  -9.250  -4.178  1.943  0.11
H  -8.976  -5.835  2.387  0.13
H  -8.288  -5.194  -0.163  0.14
H  -7.156  -6.102  0.791  0.14
H  -7.653  -2.883  -0.545  0.12
H  -6.562  -2.005  0.614  0.09
H  -8.109  -2.603  1.193  0.11
C  4.855  -0.892  -5.780  -0.08
C  3.761  0.143  -5.352  -0.26
C  4.027  1.534  -5.837  -0.21
C  2.962  2.396  -5.215  -0.10
N  2.934  3.854  -5.730  -0.22
C  1.670  4.536  -5.192  -0.11
C  1.663  5.836  -5.927  -0.17
C  2.082  5.501  -7.375  -0.12
C  2.785  4.100  -7.250  -0.07
C  4.230  4.574  -5.401  0.03
H  4.483  -1.913  -5.524  0.08
H  5.816  -0.755  -5.285  0.08
H  5.041  -0.764  -6.849  0.07
H  3.872  0.175  -4.297  0.07
H  2.733  -0.207  -5.648  0.12
H  4.017  1.471  -6.943  0.13
H  5.019  1.886  -5.604  0.11
H  3.105  2.473  -4.142  0.12
H  1.961  1.997  -5.398  0.13
H  1.779  4.704  -4.094  0.12
H  0.837  3.865  -5.295  0.12
H  2.398  6.537  -5.549  0.10
H  0.689  6.410  -5.787  0.15
H  2.777  6.307  -7.627  0.11
H  1.305  5.502  -8.146  0.12
H  3.757  4.105  -7.685  0.11
H  2.167  3.282  -7.584  0.13
H  5.015  3.984  -5.824  0.09
H  4.371  4.666  -4.311  0.11
H  4.197  5.581  -5.830  0.10
C  -4.288  0.944  7.120  0.01
C  -4.501  0.683  5.649  -0.48
C  -3.779  1.584  4.705  -0.12
C  -2.254  1.433  4.727  -0.13
C  -1.937  0.011  4.242  -0.11
C  -2.430  -1.105  5.203  -0.42
N  -3.854  -0.705  5.479  0.10
O  -4.653  -1.698  5.689  0.16
C  -1.708  -1.023  6.565  0.02
C  -2.337  -2.490  4.568  0.00
C  -5.986  0.655  5.342  0.00
H  -3.246  0.943  7.422  0.07
H  -4.891  0.245  7.688  0.10
H  -4.765  1.926  7.313  0.12
H  -4.109  2.593  4.991  0.14
H  -4.134  1.462  3.657  0.13
H  -1.870  1.662  5.746  0.12
H  -1.776  2.126  4.028  0.12
H  -0.887  -0.076  4.072  0.12
H  -2.463  -0.065  3.301  0.09
H  -2.125  -1.715  7.301  0.11
H  -1.683  -0.010  6.936  0.06
H  -0.716  -1.419  6.413  0.10
H  -2.659  -3.274  5.281  0.10
H  -1.255  -2.667  4.293  0.11
H  -2.957  -2.572  3.702  0.06
H  -6.381  1.660  5.500  0.12
H  -6.433  -0.111  6.010  0.10
H  -6.063  0.312  4.324  0.06
O  4.000  -1.266  4.465  0.04
C  3.052  -1.868  3.578  -0.69
O  3.096  -3.133  3.482  -0.03
O  2.282  -1.228  2.862  0.01
H  4.403  -0.577  3.895  0.10
O  -5.450  0.718  1.452  0.04
C  -4.729  -0.445  1.769  -0.78
O  -5.277  -1.229  2.605  -0.08
O  -3.627  -0.552  1.227  -0.01
H  -6.398  0.506  1.563  0.11
O  -2.211  1.846  0.605  0.04
C  -1.031  2.132  1.365  -0.66
O  -0.574  3.306  1.049  -0.06
O  -0.581  1.296  2.118  0.03
H  -2.632  1.059  0.880  0.01
O  -0.632  3.540  -1.332  0.05
C  0.349  3.362  -2.242  -0.70
O  0.002  2.674  -3.249  -0.03
O  1.471  3.917  -2.072  -0.02
H  -0.366  3.577  -0.402  0.01
O  5.229  2.727  -2.793  -0.02
C  5.650  1.587  -1.810  -0.75
O  6.392  0.796  -2.282  0.05
O  5.115  1.676  -0.728  -0.03
H  5.942  3.022  -3.208  -0.03

The calculation puts the lowest unoccupied orbital energy at -6.35 eV. The total energy is -119684.43871 eV. The value obtained for the orbital gap is 4.8820 eV. As for the net charge: +2. The calculation puts the relative energy (zero: lowest compared OMol25 entry of this formula, charge and spin) at 0.0 kcal per mole.